[1]
C15H17N3ORhS3 as an isolated structure, computed with the ωB97M-V functional and the def2-TZVPD basis.

Charge   +1
Orbital gap (alpha / beta)   6.8 / 6.8 eV
HOMO level (alpha / beta)   -10.99 / -10.99 eV

Element x y z (Å)
Rh (0.543, 0.130, -0.597)
N (-2.567, -0.656, -1.233)
C (-2.121, -1.376, -0.150)
C (-3.068, -2.095, 0.595)
C (-2.646, -2.817, 1.677)
C (-1.285, -2.837, 2.006)
C (-0.429, -2.112, 1.230)
N (-0.830, -1.373, 0.160)
C (-1.899, -0.035, -2.274)
C (-2.711, 0.380, -3.337)
C (-2.149, 0.949, -4.446)
C (-0.767, 1.088, -4.495)
C (-0.033, 0.696, -3.412)
N (-0.569, 0.148, -2.280)
H (-3.563, -0.702, -1.372)
H (-4.109, -2.081, 0.299)
H (-3.362, -3.379, 2.264)
H (-0.913, -3.403, 2.847)
H (0.633, -2.101, 1.427)
H (-3.780, 0.233, -3.269)
H (-2.774, 1.275, -5.267)
H (-0.266, 1.510, -5.354)
H (1.035, 0.811, -3.407)
S (2.589, 0.565, -1.542)
C (2.489, 2.166, -0.861)
S (3.679, 3.122, -0.347)
S (0.769, 2.395, -0.690)
C (3.113, 0.650, 2.917)
C (1.969, 1.669, 2.984)
C (0.828, 0.917, 2.348)
O (1.458, 0.177, 1.262)
C (2.829, -0.167, 1.656)
H (3.104, 0.010, 3.799)
H (4.086, 1.132, 2.854)
H (2.201, 2.556, 2.394)
H (1.739, 1.971, 4.003)
H (0.055, 1.545, 1.917)
H (0.377, 0.193, 3.034)
H (3.480, 0.085, 0.828)
H (2.869, -1.242, 1.831)


[2]
C5H6N2O as an isolated structure, computed with the ωB97M-V functional and the def2-TZVPD basis.

Orbital gap   8.8 eV
Energy above the lowest of the compared OMol25 structures with the same formula, charge and spin   91.31 kcal/mol
HOMO level   -8.87 eV

Element x y z (Å)
C (-1.026, -2.582, 0.661)
C (-0.907, -1.691, -0.484)
C (-0.426, -0.490, -0.353)
C (1.001, 1.395, -0.242)
C (-0.037, 1.410, 0.856)
H (-0.770, -2.293, -1.330)
H (1.113, 0.092, -1.836)
H (1.035, 2.439, -0.655)
H (2.064, 0.960, -0.315)
H (-0.951, 2.043, 0.611)
H (0.201, 1.768, 1.848)
N (-0.841, -3.499, 1.455)
N (0.028, 0.499, -1.195)
O (-0.484, -0.052, 0.980)


[3]
A 2-piece molecular cluster, C8H15IN overall, computed with the ωB97M-V functional and the def2-TZVPD basis.

Charge   +1
Orbital gap   8.8 eV
Energy above the lowest of the compared OMol25 structures with the same formula, charge and spin   33.79 kcal/mol
HOMO level   -13.09 eV

Element x y z (Å)
C (0.256, 0.064, -0.777)
C (0.817, -1.163, -0.586)
C (1.187, -1.584, 0.838)
C (1.310, -0.475, 1.886)
C (0.158, 0.582, 1.675)
C (-0.070, 0.993, 0.297)
C (1.128, -2.189, -1.607)
C (-1.161, 2.725, -1.090)
N (-0.595, 2.203, 0.150)
I (-3.472, -0.327, 0.100)
H (0.020, 0.527, -1.822)
H (0.508, -2.275, 1.107)
H (2.101, -2.007, 0.859)
H (1.232, -0.844, 2.840)
H (2.356, 0.092, 1.908)
H (-0.743, 0.167, 1.917)
H (0.418, 1.370, 2.279)
H (0.741, -1.768, -2.651)
H (0.709, -3.079, -1.451)
H (2.148, -2.286, -1.552)
H (-2.214, 2.728, -1.139)
H (-1.022, 3.720, -1.268)
H (-0.864, 2.320, -2.019)
H (-4.604, -1.270, -0.692)
H (-0.671, 2.569, 1.068)


[4]
A 11-piece molecular cluster, C29H67N11O21PSSi overall, computed with the ωB97M-V functional and the def2-TZVPD basis.

Charge   +1
Orbital gap   8.6 eV
Energy above the lowest of the compared OMol25 structures with the same formula, charge and spin   0.00 kcal/mol
HOMO level   -10.99 eV

Element x y z (Å)
C (-2.052, -4.120, 3.100)
N (-2.495, -4.055, 1.706)
C (-2.443, -2.727, 1.141)
S (-3.870, -1.741, 1.718)
C (-4.200, -0.608, 0.328)
C (-5.630, -0.054, 0.405)
C (-5.711, 1.426, 0.055)
C (-5.162, 2.402, 1.112)
C (-3.996, 3.291, 0.615)
C (-2.651, 2.945, 1.249)
C (-1.642, 4.104, 1.185)
C (-0.425, 3.782, 0.291)
Si (1.126, 3.156, 1.185)
C (2.506, 4.342, 0.721)
C (0.967, 3.129, 3.058)
C (1.377, 1.357, 0.619)
C (1.147, 1.048, -0.738)
C (1.217, -0.269, -1.200)
C (1.520, -1.309, -0.322)
C (1.798, -1.002, 1.017)
C (1.723, 0.311, 1.480)
P (-3.287, -0.305, 3.257)
C (-3.238, -1.284, 4.796)
O (-1.720, -0.031, 2.920)
H (-2.134, -5.153, 3.413)
H (-1.013, -3.806, 3.235)
H (-2.747, -3.565, 3.720)
H (-1.855, -4.612, 1.150)
H (-2.563, -2.809, 0.067)
H (-1.525, -2.170, 1.350)
H (-3.484, 0.207, 0.407)
H (-4.009, -1.176, -0.574)
H (-6.073, -0.250, 1.378)
H (-6.240, -0.594, -0.314)
H (-6.771, 1.634, -0.070)
H (-5.242, 1.601, -0.910)
H (-5.975, 3.068, 1.384)
H (-4.879, 1.890, 2.024)
H (-3.955, 3.196, -0.469)
H (-4.247, 4.327, 0.817)
H (-2.831, 2.670, 2.286)
H (-2.233, 2.076, 0.740)
H (-2.158, 4.947, 0.730)
H (-1.348, 4.435, 2.176)
H (-0.743, 3.013, -0.408)
H (-0.147, 4.659, -0.289)
H (2.738, 4.271, -0.338)
H (2.107, 5.337, 0.916)
H (3.396, 4.233, 1.322)
H (0.770, 4.109, 3.485)
H (1.887, 2.745, 3.495)
H (0.160, 2.462, 3.362)
H (0.892, 1.837, -1.432)
H (1.012, -0.494, -2.238)
H (1.570, -2.327, -0.678)
H (2.066, -1.798, 1.701)
H (1.937, 0.510, 2.520)
H (-3.199, -0.557, 5.600)
H (-2.330, -1.880, 4.854)
H (-4.120, -1.913, 4.856)
H (-1.119, -0.735, 3.206)
C (6.737, 2.052, 1.105)
N (6.706, 3.455, 0.617)
O (7.695, 3.894, 0.069)
O (5.672, 4.071, 0.797)
H (7.707, 1.629, 0.874)
H (6.560, 2.080, 2.177)
H (5.940, 1.514, 0.603)
C (5.534, -3.443, 0.646)
N (5.664, -2.015, 0.255)
O (6.641, -1.680, -0.384)
O (4.766, -1.253, 0.565)
H (6.404, -3.975, 0.279)
H (5.474, -3.478, 1.730)
H (4.619, -3.818, 0.198)
C (-8.042, -0.411, 5.141)
N (-6.805, -0.281, 4.330)
O (-6.314, 0.817, 4.180)
O (-6.341, -1.305, 3.847)
H (-8.320, 0.575, 5.494)
H (-8.808, -0.832, 4.497)
H (-7.821, -1.080, 5.967)
C (3.841, 5.159, -3.556)
N (3.007, 3.929, -3.499)
O (1.989, 3.944, -2.836)
O (3.399, 2.954, -4.113)
H (3.362, 5.923, -2.955)
H (4.821, 4.902, -3.164)
H (3.910, 5.455, -4.598)
C (-0.305, -7.360, 3.797)
N (0.961, -7.360, 3.016)
O (1.509, -6.283, 2.850)
O (1.350, -8.423, 2.590)
H (-0.501, -6.341, 4.099)
H (-1.086, -7.745, 3.147)
H (-0.172, -8.007, 4.658)
C (4.702, -0.059, -2.709)
N (5.595, 0.106, -3.887)
O (5.816, 1.229, -4.289)
O (6.050, -0.916, -4.366)
H (4.370, 0.920, -2.386)
H (3.863, -0.675, -3.020)
H (5.285, -0.559, -1.937)
C (0.582, 0.957, -4.784)
N (0.230, -0.373, -4.218)
O (-0.885, -0.526, -3.757)
O (1.098, -1.225, -4.237)
H (-0.277, 1.610, -4.687)
H (1.430, 1.333, -4.217)
H (0.849, 0.818, -5.827)
C (3.793, 1.281, -7.384)
N (2.571, 1.410, -8.231)
O (1.615, 2.005, -7.764)
O (2.611, 0.910, -9.333)
H (3.610, 1.774, -6.435)
H (3.983, 0.221, -7.251)
H (4.610, 1.751, -7.923)
C (-12.526, -1.355, 2.510)
N (-11.214, -1.344, 3.213)
O (-10.264, -0.825, 2.653)
O (-11.169, -1.855, 4.313)
H (-12.403, -0.866, 1.551)
H (-12.819, -2.393, 2.392)
H (-13.234, -0.825, 3.139)
C (8.638, -2.776, -5.466)
N (9.112, -3.930, -4.653)
O (9.234, -5.005, -5.205)
O (9.337, -3.715, -3.478)
H (8.476, -3.115, -6.483)
H (7.717, -2.420, -5.018)
H (9.405, -2.009, -5.425)


Number 1: DFT total energy -57857.6034 eV. Number 2: DFT total energy -10305.6440 eV. Number 3: DFT total energy -18121.7556 eV. Number 4: DFT total energy -118517.4330 eV.